# 1
# C7H11N2OP

2 unconnected molecules or ions with the total composition C7H11N2OP at a distorted geometry (ωB97M-V/def2-TZVPD, OMol25).

The value obtained for the energy relative to the best compared isomer or geometry (same formula, charge and spin) is 329.4 kJ/mol. Its LUMO energy is 0.0202 Eh. As for the highest occupied orbital energy: -9.4 eV. As for the SMILES: [H]/N=P(/Cc1ccccc1)=N/[H].O. The calculation puts the frontier orbital gap at 9.967 eV.

Cartesian coordinates (Å):
C: -3.0200 1.0220 -0.6572
C: -2.0720 2.0503 -0.3728
C: -2.5990 -0.2499 -0.3319
C: -0.8012 1.8028 0.0686
C: -1.3446 -0.5373 0.1576
C: -0.3656 0.5313 0.3131
C: 0.9580 0.2746 0.9022
N: 1.4335 0.2692 -2.0351
N: 3.4643 -0.2596 -0.2418
O: 1.4505 -2.7095 0.9505
P: 1.9794 0.0683 -0.5794
H: -4.0254 1.1039 -1.0094
H: -2.0982 3.1338 -0.4871
H: -3.2945 -0.9696 -0.5788
H: -0.0271 2.5694 0.1749
H: -1.1053 -1.5652 0.1878
H: 1.2585 1.1288 1.6408
H: 0.9595 -0.7066 1.4780
H: 0.4650 0.3443 -1.7882
H: 3.8754 -0.2507 -1.1420
H: 2.1677 -2.0870 0.7740
H: 1.7558 -3.5059 0.6906

=====

# 2
# C16H20FeNO2

A molecular structure, C16H20FeNO2 at a distorted geometry (ωB97M-V/def2-TZVPD, OMol25).

The expectation value of S² is 8.7919. Its LUMO energy (spin up / spin down) is 0.1951 / 0.1922 Eh. As for the highest occupied orbital energy (spin up / spin down): 2.9 / -1.1 eV. Its spin multiplicity is 6. The total charge is -2. The calculation puts the frontier orbital gap (spin up / spin down) at 2.437 / 6.315 eV.

Cartesian coordinates (Å):
Fe: -0.1846 0.7117 0.7985
C: 2.1440 0.4474 1.5919
C: 2.4790 -0.4334 0.5256
C: 2.1247 0.1798 -0.7035
H: 2.9785 -1.3900 0.6436
C: 1.5343 1.4543 -0.4241
C: 1.6019 1.6745 1.0228
H: 1.4865 2.6214 1.5425
H: 2.3849 0.3079 2.6397
H: 2.3539 -0.2019 -1.7011
H: 1.3208 2.2269 -1.1680
C: -2.1912 0.4619 1.2035
C: -1.7629 1.7983 1.5493
C: -1.2527 2.4155 0.3577
H: -1.8773 2.2790 2.5123
C: -1.3883 1.4783 -0.7284
C: -1.9627 0.2617 -0.2074
H: -2.2513 -0.6149 -0.7826
H: -2.7262 -0.2205 1.8487
H: -0.9150 3.4428 0.2749
H: -1.2017 1.6949 -1.7751
O: 0.5920 -2.8288 -0.1432
C: -0.2997 -0.6370 -4.5486
C: 0.2662 -1.8378 -4.2987
C: 0.5596 0.5603 -4.3845
C: -1.7835 -0.5600 -4.3582
C: 0.5441 -2.8258 -1.3810
H: 1.3435 -1.9104 -4.0963
H: -0.3706 -2.7196 -4.1483
H: -0.3277 -3.0705 -2.0137
H: 1.3881 -2.5134 -2.0609
H: 0.7338 1.2315 -5.2452
H: 1.5254 0.2032 -4.0216
H: 0.0719 1.1215 -3.6069
H: -2.4388 -0.4014 -5.2383
H: -1.9250 0.2470 -3.6587
H: -2.0787 -1.5007 -3.9014
O: -0.1632 -1.6657 4.2465
C: -0.1659 -1.0568 3.2248
N: -0.1662 -0.4308 2.2035

=====

# 3
# C5H6MnO3

A molecular structure, C5H6MnO3 at a distorted geometry (ωB97M-V/def2-TZVPD, OMol25).

The value obtained for the energy relative to the best compared isomer or geometry (same formula, charge and spin) is 0.0 kJ/mol. The expectation value of S² is 12.0249. Its LUMO energy (spin up / spin down) is -0.1886 / -0.2141 Eh. As for the highest occupied orbital energy (spin up / spin down): -11.5 / -12.4 eV. Its spin multiplicity is 7. The total charge is +1. The calculation puts the frontier orbital gap (spin up / spin down) at 6.355 / 6.565 eV.

Cartesian coordinates (Å):
O: -3.7851 1.2672 4.4368
C: -2.7745 1.3167 3.9001
O: -1.7165 1.4535 3.4130
O: -0.6916 0.9165 0.3116
C: -0.0437 0.5620 -0.8592
C: 0.9128 -0.6210 -0.6733
C: 1.6870 -0.9237 -1.9370
C: 1.6252 -2.0459 -2.6195
Mn: -0.3979 1.3680 1.9645
H: 0.5322 1.4164 -1.2676
H: -0.7864 0.2866 -1.6330
H: 0.3452 -1.5040 -0.3454
H: 1.6278 -0.3663 0.1278
H: 2.3421 -0.1161 -2.2940
H: 1.1233 -3.0100 -2.5248

=====

# 4
# C3H2ClNO

2 unconnected molecules or ions with the total composition C3H2ClNO at a distorted geometry (ωB97M-V/def2-TZVPD, OMol25).

The value obtained for the energy relative to the best compared isomer or geometry (same formula, charge and spin) is 389.4 kJ/mol. Its LUMO energy is -0.0238 Eh. As for the highest occupied orbital energy: -10.3 eV. As for the SMILES: O=C=NCl.C#C. The calculation puts the frontier orbital gap at 9.672 eV.

Cartesian coordinates (Å):
C: -1.9279 -0.5424 0.3941
C: -1.2908 -0.2100 -0.5165
C: 1.8002 0.8752 0.0421
N: 1.0645 -0.0308 -0.0514
O: 2.2249 1.9303 0.2134
Cl: 1.2057 -1.7757 -0.1768
H: -2.2839 -0.5945 1.3770
H: -0.7927 0.3480 -1.2818

=====

# 5
# C4H14N2OS

2 unconnected molecules or ions with the total composition C4H14N2OS at a distorted geometry (ωB97M-V/def2-TZVPD, OMol25).

The value obtained for the energy relative to the best compared isomer or geometry (same formula, charge and spin) is 114.3 kJ/mol. Its LUMO energy is 0.0328 Eh. As for the highest occupied orbital energy: -9.1 eV. As for the SMILES: NCCNCCS.O. The calculation puts the frontier orbital gap at 10.018 eV.

Cartesian coordinates (Å):
C: 1.0791 -0.3709 0.6418
N: -0.1203 -0.6005 -0.1044
C: 0.0246 -0.4832 -1.5226
C: 0.0706 0.9069 -2.1217
S: 1.6006 1.3835 -2.9113
C: 0.6223 0.1657 2.0418
N: -0.3550 -0.8801 2.5204
H: 1.7809 0.2640 0.0969
H: 1.6036 -1.3424 1.0030
H: -0.3925 -1.5363 0.1312
H: 0.9104 -0.9051 -1.9296
H: -0.7800 -1.0570 -1.9916
H: -0.0980 1.6951 -1.2312
H: -0.6582 1.1111 -2.8750
H: 1.4819 0.5345 -3.9880
H: 0.0279 1.1402 1.9398
H: 1.4358 0.4297 2.7463
H: -1.2022 -0.4235 2.7349
H: -0.0917 -1.4566 3.3187
H: -1.6481 -0.0017 0.3228
H: -2.7105 1.0557 0.9144
O: -2.5810 0.3708 0.2632

=====

# 6
# C31H46N2O5S2Si2Ta

A molecular structure, C31H46N2O5S2Si2Ta at a distorted geometry (ωB97M-V/def2-TZVPD, OMol25).

The value obtained for the energy relative to the best compared isomer or geometry (same formula, charge and spin) is 90.5 kJ/mol. Its LUMO energy is -0.1406 Eh. As for the highest occupied orbital energy: -11.5 eV. The total charge is +1. The calculation puts the frontier orbital gap at 7.625 eV.

Cartesian coordinates (Å):
Ta: 0.2300 0.3177 -0.1543
C: -1.1025 -3.9126 4.4396
C: -1.3213 -2.6924 5.0648
C: -0.9489 -1.5143 4.4319
C: -0.3577 -1.5320 3.1643
C: -0.1429 -2.7670 2.5518
C: -0.5129 -3.9491 3.1825
Si: 0.2160 0.1012 2.4917
C: 1.9144 0.4181 3.1761
C: 2.2460 1.6627 3.7191
C: 3.4819 1.8725 4.3198
C: 4.4052 0.8378 4.3768
C: 4.0856 -0.4099 3.8511
C: 2.8474 -0.6191 3.2617
H: -1.3875 -4.8340 4.9322
H: -1.7815 -2.6565 6.0444
H: -1.1245 -0.5685 4.9362
H: 0.3119 -2.8218 1.5672
H: -0.3411 -4.8982 2.6898
H: -0.6971 1.1739 2.9477
H: 1.5273 2.4760 3.6875
H: 3.7196 2.8378 4.7490
H: 5.3670 0.9961 4.8479
H: 4.7978 -1.2233 3.9147
H: 2.6000 -1.6071 2.8836
C: -0.1921 4.3516 -0.5170
C: -0.0597 2.8853 -0.4227
O: -0.9488 2.0798 -0.8318
O: 0.9698 2.3261 0.1071
H: -0.9205 4.6144 -1.2788
H: 0.7762 4.8025 -0.7235
H: -0.5410 4.7223 0.4505
C: 3.7914 2.3304 0.6179
C: 3.8533 0.8740 0.2961
C: 5.0386 0.1528 0.3562
C: 5.0017 -1.1928 0.0635
N: 3.8844 -1.8196 -0.3380
C: 2.8258 -1.0525 -0.4114
S: 1.2865 -1.6949 -0.9712
N: 2.7292 0.2399 -0.0837
H: 4.7912 2.7421 0.7371
H: 3.2382 2.4748 1.5439
H: 3.2644 2.8672 -0.1661
H: 5.9604 0.6424 0.6358
H: 5.8897 -1.8087 0.1445
C: -4.1478 3.1636 0.0934
C: -4.1535 2.3707 1.3894
C: -3.1263 2.9215 2.3605
C: -5.5384 2.3465 2.0125
O: -3.7618 0.9903 1.1600
Si: -3.8540 -0.1284 0.0203
S: -1.7184 -0.8310 -0.1769
O: -4.6128 -1.4755 0.4127
C: -4.7226 -2.3705 1.5595
C: -3.9734 -3.6393 1.1927
C: -4.1179 -1.7165 2.7889
C: -6.2029 -2.6333 1.7458
O: -4.3180 0.4260 -1.4027
C: -4.3630 -0.0565 -2.7733
C: -5.7247 0.3475 -3.3065
C: -4.1893 -1.5653 -2.8224
C: -3.2463 0.6525 -3.5191
H: -4.5043 4.1759 0.2917
H: -4.8015 2.7082 -0.6506
H: -3.1416 3.2136 -0.3255
H: -3.3705 3.9525 2.6235
H: -2.1330 2.9008 1.9059
H: -3.1028 2.3236 3.2727
H: -5.8746 3.3607 2.2326
H: -5.5281 1.7733 2.9409
H: -6.2558 1.8863 1.3292
H: -2.9105 -3.4292 1.0523
H: -4.3727 -4.0603 0.2683
H: -4.0760 -4.3803 1.9875
H: -3.0623 -1.4866 2.6256
H: -4.1854 -2.3952 3.6405
H: -4.6411 -0.7909 3.0353
H: -6.6345 -3.0322 0.8271
H: -6.7255 -1.7097 2.0011
H: -6.3588 -3.3559 2.5483
H: -6.5157 -0.1710 -2.7630
H: -5.8046 0.0937 -4.3649
H: -5.8714 1.4226 -3.1940
H: -4.9707 -2.0641 -2.2475
H: -3.2183 -1.8717 -2.4230
H: -4.2488 -1.9016 -3.8583
H: -3.3865 1.7334 -3.4692
H: -3.2334 0.3469 -4.5664
H: -2.2799 0.4114 -3.0712

=====

# 7
# C5H7N

A molecular structure, C5H7N (ωB97M-V/def2-TZVPD, OMol25).

The value obtained for the energy relative to the best compared isomer or geometry (same formula, charge and spin) is 638.1 kJ/mol. Its LUMO energy (spin up / spin down) is -0.0332 / -0.0332 Eh. As for the highest occupied orbital energy (spin up / spin down): -7.8 / -7.8 eV. The calculation puts the frontier orbital gap (spin up / spin down) at 6.897 / 6.899 eV.

Cartesian coordinates (Å):
C: 0.2711 0.9043 1.1171
N: -0.2771 -0.3423 0.6039
C: 0.7045 -1.3146 0.1076
C: 0.3031 -0.7307 -1.1911
C: -0.9453 -0.1593 -0.9325
C: -1.9481 0.5077 -1.4444
H: -0.4688 1.6928 0.9524
H: 1.2246 1.2124 0.6588
H: 0.4216 0.7982 2.1975
H: 1.7419 -1.1141 0.3977
H: 0.4352 -2.3531 0.3196
H: 0.9992 -0.3585 -1.9484
H: -2.4617 1.2572 -0.8384

=====

# 8
# C29H33IrN2O11P2Sb

A molecular structure, C29H33IrN2O11P2Sb at a distorted geometry (ωB97M-V/def2-TZVPD, OMol25).

The expectation value of S² is 1.2070. Its LUMO energy (spin up / spin down) is -0.3516 / -0.3572 Eh. As for the highest occupied orbital energy (spin up / spin down): -14.7 / -14.7 eV. Its spin multiplicity is 2. The total charge is +2. The calculation puts the frontier orbital gap (spin up / spin down) at 5.161 / 4.993 eV.

Cartesian coordinates (Å):
Ir: -0.2330 2.1238 -0.3348
C: 2.7665 2.6413 3.7801
C: 1.9982 2.8623 2.5040
O: 1.7443 4.2146 2.3177
P: 2.8622 2.2566 0.9962
O: 4.2941 2.9249 0.9811
O: 3.2273 0.7332 1.1542
O: 2.0758 2.5243 -0.2298
P: 0.3636 1.8920 2.5838
O: -0.6912 3.0072 2.0440
O: 0.0494 1.3915 3.9159
O: 0.4335 0.9193 1.4089
H: 3.7706 3.0599 3.6997
H: 2.8161 1.5773 4.0015
H: 2.2460 3.1434 4.5949
H: 1.4073 4.3997 1.4258
H: 4.3774 3.8255 0.6645
H: 4.0688 0.5636 1.5866
H: -1.0280 3.5581 2.7555
C: -3.7004 0.4290 0.6722
C: -3.5636 1.7969 0.1313
N: -2.4936 2.3098 -0.4581
C: -2.8037 3.5988 -0.8059
C: -4.0980 3.8632 -0.4245
N: -4.5477 2.7110 0.1601
C: -4.9661 5.0904 -0.4217
O: -4.4984 6.1653 -0.9740
O: -6.0353 4.9952 0.1254
C: -1.7551 4.4630 -1.4724
O: -2.0643 5.5906 -1.8151
O: -0.6360 3.8864 -1.5822
H: -2.7198 -0.0019 0.8698
H: -4.2340 -0.2054 -0.0362
H: -4.2673 0.4576 1.6002
H: -5.4854 2.6240 0.5359
H: -3.5833 6.1047 -1.3756
C: -2.5893 -2.3610 -1.9725
C: -2.1469 -3.3533 -0.9489
C: -2.7524 -4.6106 -0.9076
C: -2.3670 -5.5641 0.0133
C: -1.3457 -5.2903 0.9062
C: -0.7234 -4.0505 0.8826
C: -1.1146 -3.1061 -0.0498
Sb: 0.0755 -1.2620 -0.2328
C: 0.6818 -1.5246 -2.3442
C: 0.6882 -2.8358 -2.7874
C: 0.9349 -3.1143 -4.1227
C: 1.1704 -2.0742 -5.0069
C: 1.1496 -0.7669 -4.5606
C: 0.9144 -0.4633 -3.2144
C: 0.9986 0.9588 -2.7858
C: 1.5977 -1.7777 1.2162
C: 1.1543 -1.7281 2.5267
C: 2.0483 -1.9197 3.5707
C: 3.3831 -2.1633 3.2809
C: 3.8113 -2.2274 1.9680
C: 2.9279 -2.0357 0.9018
C: 3.4007 -2.1225 -0.5111
H: -2.0205 -2.5130 -2.8914
H: -2.4311 -1.3318 -1.6387
H: -3.6392 -2.5013 -2.2189
H: -3.5428 -4.8325 -1.6067
H: -2.8583 -6.5235 0.0368
H: -1.0290 -6.0282 1.6244
H: 0.0707 -3.8422 1.5861
H: 0.4869 -3.6470 -2.1030
H: 0.9216 -4.1381 -4.4623
H: 1.3594 -2.2842 -6.0482
H: 1.3397 0.0381 -5.2536
H: 0.9608 1.6316 -3.6387
H: 1.9207 1.1562 -2.2399
H: 0.1449 1.2440 -2.1010
H: 0.1203 -1.5019 2.7527
H: 1.7078 -1.8537 4.5935
H: 4.0904 -2.3119 4.0831
H: 4.8468 -2.4482 1.7525
H: 4.4574 -2.3679 -0.5523
H: 3.2475 -1.1662 -1.0147
H: 2.8497 -2.8862 -1.0617